Formula: C4H12N2O
Source: the OMol25 dataset
Level of theory: wB97M-V/def2-TZVPD

Structure (XYZ):
```
19
Properties=species:S:1:pos:R:3:mulliken_charge:R:1
C 0.59641 -1.30206 0.99485 -1.174
C -0.29677 -0.11423 1.10282 0.653
N 1.49910 1.48458 0.91793 -0.513
O -1.42212 -0.34547 1.77500 -0.407
N 0.10546 1.22640 1.11585 -0.591
H -1.76041 0.52894 2.04013 0.368
H 2.05184 1.07301 1.66357 0.263
H 1.83515 1.12737 0.02503 0.254
H 0.00394 -2.19952 0.83500 0.347
H 1.31909 -1.17922 0.19244 0.305
H 1.13720 -1.40364 1.94112 0.396
C -1.12858 -0.01378 -0.99300 -0.844
C -0.17616 0.11677 -2.17690 -0.959
H 0.66529 -0.57860 -2.09119 0.232
H -1.51564 -1.02758 -0.88829 0.397
H -1.99869 0.65113 -1.07405 0.394
H -0.49930 0.92539 0.01168 0.232
H -0.65799 -0.09543 -3.13895 0.345
H 0.24216 1.12595 -2.25303 0.302
```

Properties
energy above the lowest of the compared OMol25 structures with the same formula, charge and spin: 134.1 kcal per mole
lowest unoccupied orbital energy: 0.03036 Ha
electronic energy: -9365.37891 eV
largest force on an atom: 0.45 eV/A
multiplicity: 1
HOMO energy: -0.273 Ha